ORCA calculation (ωB97M-V/def2-TZVPD) on a cluster of 2 separate species, C3H8OS2 in total.

Each line ends with the Mulliken charge.
CARTESIAN COORDINATES (ANGSTROEM)
C1 -0.74733 3.58127 -1.76691  -0.7520
C2 -0.17228 2.87956 -0.78924  0.1294
O1 -0.84900 1.91519 -0.09766  -0.4295
H1 -0.24362 4.50586 -2.03966  0.2115
H2 -1.73441 3.45328 -2.18617  0.2610
H3 0.71372 3.24921 -0.29642  0.3199
H4 -1.73327 1.71888 -0.40787  0.2632
C3 1.36540 -2.00860 -0.83839  -0.7146
S1 -0.07265 -2.23022 0.19590  -0.0535
S2 0.24349 -0.82329 1.66268  -0.1969
H5 2.28192 -1.92988 -0.25643  0.2993
H6 1.26013 -2.82448 -1.55325  0.2590
H7 1.23717 -1.08674 -1.40456  0.2621
H8 -0.44119 0.25373 1.34626  0.1410

Summary:
Kohn-Sham gap   9.590 eV
ΔE to the lowest compared entry with this formula, charge and spin   113.8 kJ/mol
Molar mass   124.2 g mol⁻¹
SMILES   C=CO.CSS
Total charge   0

=====

ORCA calculation (ωB97M-V/def2-TZVPD) on the molecule C22H26O5.

Each line ends with the Mulliken charge.
CARTESIAN COORDINATES (ANGSTROEM)
C1 7.26643 -2.08879 0.26388  0.2073
C2 6.14807 -1.73974 0.00155  -0.7528
C3 4.82983 -1.32896 -0.31022  0.2759
C4 4.21283 -1.77196 -1.47977  -1.0896
C5 2.92793 -1.36687 -1.77709  -0.2630
C6 2.22957 -0.51905 -0.92366  -0.6469
C7 0.80862 -0.12479 -1.27826  1.3240
C8 0.37034 1.08895 -0.52786  -2.1383
C9 -0.57186 1.05987 0.41664  1.4774
C10 -1.02384 2.31419 1.07391  0.4418
O1 -0.44701 3.36840 0.96188  -0.6454
O2 -2.12865 2.12414 1.79424  -0.2852
C11 -2.69720 3.27455 2.40409  -0.4684
C12 -3.59310 4.05880 1.48918  -0.1151
C13 -3.81866 3.79401 0.21763  -0.5619
O3 -1.23817 -0.06589 0.81291  -0.4956
C14 -0.64865 -1.28531 0.42052  -0.6308
O4 0.45359 -1.59550 1.22136  -0.1705
C15 0.18319 -1.75700 2.60654  -0.2590
C16 -0.37440 -3.13575 2.94666  -1.2485
C17 -0.15585 -1.30722 -1.03401  0.2175
C18 -1.30761 -1.43065 -2.04517  -1.5168
C19 -2.42621 -0.38516 -1.99649  -0.3512
C20 -2.11423 0.91238 -2.74596  -0.5100
O5 -3.17263 1.83660 -2.65620  -0.5152
C21 2.84922 -0.07654 0.23709  -0.1005
C22 4.13495 -0.47549 0.54485  -1.2797
H1 8.24378 -2.39245 0.49430  0.4828
H2 4.74880 -2.43020 -2.14821  0.4310
H3 2.45817 -1.71311 -2.68775  0.4784
H4 0.79692 0.10626 -2.35081  1.0624
H5 0.84139 2.03234 -0.75403  0.2276
H6 -1.89125 3.92954 2.76212  0.3573
H7 -3.26614 2.90139 3.26158  0.3662
H8 -4.05516 4.90670 1.97723  0.3601
H9 -4.46762 4.41425 -0.37564  0.2928
H10 -3.36633 2.96233 -0.29587  0.0228
H11 -1.45778 -2.02264 0.55837  0.2352
H12 1.15262 -1.61538 3.09058  0.3852
H13 -0.50343 -0.97205 2.94533  0.2960
H14 0.28979 -3.90722 2.56529  0.2847
H15 -0.45468 -3.23756 4.02526  0.4289
H16 -1.36115 -3.27702 2.51216  0.3058
H17 0.42974 -2.22943 -1.11806  0.6475
H18 -1.76447 -2.41003 -1.87877  0.4599
H19 -0.87844 -1.44292 -3.05074  0.4869
H20 -3.31674 -0.82641 -2.45780  0.6823
H21 -2.68147 -0.14613 -0.96449  0.0399
H22 -1.89086 0.68707 -3.80081  0.3823
H23 -1.25671 1.42431 -2.30782  0.0935
H24 -3.97625 1.42780 -2.99760  0.3297
H25 2.31931 0.58240 0.90754  0.5313
H26 4.61147 -0.12909 1.45040  0.4299

Summary:
Kohn-Sham gap   9.274 eV
ΔE to the lowest compared entry with this formula, charge and spin   63.2 kJ/mol
Molar mass   370.4 g mol⁻¹
SMILES   C#Cc1ccc([C@@H]2C=C(C(=O)OCC=C)O[C@H](OCC)[C@H]2CCCO)cc1
Total charge   0

=====

ORCA calculation (ωB97M-V/def2-TZVPD) on a cluster of 2 separate species, C2F7O in total.

Each line ends with the Mulliken charge.
CARTESIAN COORDINATES (ANGSTROEM)
C1 -2.37987 0.21708 0.09428  0.7864
C2 2.18808 0.19660 -0.13100  0.8254
O1 2.04820 -0.92551 0.40610  0.1087
F1 -1.44090 -0.64518 -0.38390  -0.2268
F2 -3.59145 -0.03985 -0.42352  -0.1686
F3 -1.93351 1.42779 -0.18706  -0.1956
F4 1.51600 1.15299 0.33233  0.0062
F5 -2.42206 0.07786 1.41259  -0.1939
F6 2.84954 0.39872 -1.17184  0.0005
F7 2.76405 -2.01875 -0.10614  0.0578

Summary:
Kohn-Sham gap   10.246 eV
ΔE to the lowest compared entry with this formula, charge and spin   19.6 kJ/mol
Molar mass   173.0 g mol⁻¹
Total charge   +1

=====

ORCA calculation (ωB97M-V/def2-TZVPD) on a cluster of 9 separate species, C22H65N7O13 in total.

Each line ends with the Mulliken charge.
CARTESIAN COORDINATES (ANGSTROEM)
C1 -0.55313 2.87526 -0.59129  -0.6913
C2 0.65435 3.85913 -0.44582  0.6298
C3 1.57495 3.95068 -1.67602  -0.8605
O1 2.33469 2.70204 -1.83720  -0.1163
C4 3.46232 2.63298 -0.94331  -0.5384
N1 -0.03081 5.11485 -0.27604  -0.7608
H1 -1.17663 3.06984 -1.46392  0.1513
H2 -1.29338 2.94515 0.20574  0.5231
H3 -0.20668 1.84627 -0.68743  -0.1125
H4 1.16412 3.60177 0.48262  0.1745
H5 2.11158 4.88691 -1.52238  0.3139
H6 1.09210 4.15674 -2.63127  0.2663
H7 3.13285 2.31565 0.04606  0.0215
H8 3.93998 3.61001 -0.87010  0.4237
H9 4.12899 1.90317 -1.40268  0.2053
H10 -0.57336 5.43663 -1.06484  0.2393
H11 0.63749 5.83130 -0.03075  0.2586
C5 -0.87387 0.68355 -5.80460  -1.5468
C6 -1.03920 1.63105 -4.57968  0.8095
C7 -2.17066 2.70476 -4.86769  -0.9285
O2 -1.67424 3.83506 -5.52649  -0.3655
C8 -2.62769 4.82215 -5.86157  -0.7770
N2 -1.34931 0.77236 -3.39017  0.0234
H12 -0.05285 0.00539 -5.57194  0.2921
H13 -0.51396 1.13352 -6.72985  0.4302
H14 -1.81706 0.21576 -6.08685  0.3845
H15 -0.09264 2.14335 -4.40745  0.2739
H16 -2.69803 3.10989 -4.00407  0.5324
H17 -2.94942 2.22618 -5.46148  0.4016
H18 -3.51698 4.47559 -6.38804  0.3030
H19 -2.06131 5.50191 -6.49816  0.2448
H20 -2.88500 5.25827 -4.89633  0.3157
H21 -0.51798 0.25099 -3.15110  -0.0298
H22 -1.37381 1.35890 -2.56830  -0.2180
C9 2.14681 -7.27832 5.30349  -1.3156
C10 3.16114 -6.29069 4.69821  0.2778
C11 2.51569 -4.96332 4.38615  -0.6379
O3 1.40613 -5.00285 3.53574  -0.4070
C12 0.94443 -3.71481 3.36505  -0.4665
N3 4.32815 -6.14512 5.61676  -0.6936
H23 1.81718 -6.87632 6.26153  0.3013
H24 2.59146 -8.26886 5.39949  0.3888
H25 1.34085 -7.32121 4.57090  0.3570
H26 3.61558 -6.79366 3.84462  0.2460
H27 3.25422 -4.23830 4.04407  0.3425
H28 2.12791 -4.62300 5.34631  0.2892
H29 0.60824 -3.37055 4.34309  0.3680
H30 0.02585 -3.78681 2.78270  0.2728
H31 1.70595 -3.08746 2.90177  0.1188
H32 4.00116 -5.45432 6.27704  0.2791
H33 4.44546 -6.99588 6.14832  0.2745
C13 0.18983 0.50271 4.87557  -0.5133
C14 -1.31483 0.35060 4.49381  -0.3698
O4 -1.51222 -0.75445 3.63779  -0.4988
O5 0.94932 0.93959 3.76354  -0.5769
H34 0.65265 -0.42257 5.21870  0.2985
H35 0.34994 1.20704 5.69190  0.3771
H36 -1.64348 1.19133 3.88286  0.2072
H37 -1.84160 0.35878 5.44804  0.4127
H38 -2.46172 -0.88615 3.58576  0.2828
H39 0.82090 0.26126 3.09647  0.2778
C15 3.83890 -0.31789 -4.23026  -0.7936
C16 2.35149 -0.02413 -3.91027  0.7746
O6 1.62395 -1.21859 -3.56861  -0.5532
O7 4.01499 -0.60073 -5.62632  -0.5545
H40 4.26501 -1.16335 -3.69015  0.4309
H41 4.38061 0.61199 -4.05715  0.2153
H42 1.89696 0.55024 -4.71749  0.1187
H43 2.37975 0.61447 -3.02738  -0.3237
H44 1.51276 -1.69505 -4.39458  0.3388
H45 4.69539 -1.26862 -5.73847  0.3281
C17 -4.06703 -0.16470 -2.08163  -0.0064
C18 -4.00011 -1.56986 -1.45185  -0.6673
O8 -2.67000 -1.95335 -1.21396  -0.5562
O9 -3.87901 -0.18545 -3.51069  -0.6603
H46 -3.34446 0.47712 -1.57760  -0.1586
H47 -4.99521 0.35756 -1.84962  0.4472
H48 -4.46402 -2.28610 -2.13000  0.3273
H49 -4.61016 -1.56936 -0.54856  0.3360
H50 -2.35848 -2.39339 -2.00826  0.2212
H51 -3.00364 0.12167 -3.75767  0.3778
C19 -4.04954 0.54613 2.24045  0.7504
C20 -4.78558 1.98693 2.22173  -0.6079
O10 -6.11479 2.02976 2.71375  -0.5527
O11 -4.32826 -0.16772 3.43717  -0.6476
H52 -2.99528 0.71386 2.02019  -0.1162
H53 -4.44446 0.00947 1.37782  -0.2234
H54 -4.94184 2.33654 1.20121  0.3221
H55 -4.16134 2.64260 2.82879  0.3616
H56 -6.08209 1.80547 3.64661  0.3064
H57 -5.27061 -0.13114 3.61673  0.3673
C21 4.21673 0.18170 1.56780  0.5773
O12 5.45473 0.24793 1.38491  -0.2735
N4 3.60786 0.84098 2.51284  -0.1081
N5 3.40536 -0.59865 0.90487  -0.1316
H58 2.64448 0.64131 2.74117  0.1398
H59 4.14925 1.53043 3.01449  0.2429
H60 3.80180 -1.27835 0.27167  0.2423
H61 2.42286 -0.49608 1.11528  0.3388
C22 0.05622 -0.88938 0.61218  0.3610
O13 0.90881 -0.28847 1.33463  -0.4163
N6 -1.03186 -1.47521 1.03083  -0.3211
N7 0.03718 -0.80402 -0.68563  0.4885
H62 -1.17600 -1.32176 2.01865  0.1947
H63 -1.45696 -2.05317 0.31995  0.2058
H64 -0.71122 -1.24227 -1.20327  0.0439
H65 0.86637 -0.49359 -1.17161  -0.3519

Summary:
Kohn-Sham gap (alpha / beta)   8.791 / 3.085 eV
Molar mass   635.8 g mol⁻¹
2S+1   2
Total charge   +1

=====

ORCA calculation (ωB97M-V/def2-TZVPD) on a structure of composition C29H26BCl2MnN11O2.

Each line ends with the Mulliken charge.
CARTESIAN COORDINATES (ANGSTROEM)
Mn1 0.97154 0.37705 0.64229  -0.1435
C1 2.65107 -3.49480 0.95067  -1.4781
C2 1.86603 -2.57529 0.27850  -0.2631
N1 2.00229 -1.35812 0.82100  0.0026
N2 2.90923 -1.47226 1.81745  0.5115
C3 3.28794 -2.74856 1.92753  -0.0578
B1 3.31616 -0.21299 2.66140  0.4831
N3 3.59673 0.94425 1.65846  0.8096
C4 4.66040 1.76262 1.59630  -0.0550
C5 4.44158 2.69586 0.60027  -1.2647
C6 3.18699 2.38415 0.08382  -0.1956
N4 2.69422 1.32893 0.73168  -0.0373
N5 2.08197 0.17416 3.50989  0.4663
C7 1.84821 0.31691 4.82672  0.1013
C8 0.52612 0.68484 4.99036  -1.4141
C9 0.00558 0.75358 3.69621  -0.0181
N6 0.94839 0.44547 2.80774  -0.2943
N7 4.57184 -0.48895 3.43237  0.3788
C10 5.74089 -0.99795 2.94880  -0.3185
C11 6.70210 -0.82529 3.90665  -0.8583
C12 6.02754 -0.16765 4.95686  -0.3496
N8 4.75854 0.04356 4.66530  -0.9628
H1 2.75628 -4.54982 0.75614  0.4617
H2 1.21405 -2.71999 -0.57147  0.5509
H3 3.99287 -3.04878 2.68917  0.5992
H4 5.48890 1.64193 2.27771  0.3871
H5 5.09379 3.49903 0.30138  0.4459
H6 2.60205 2.86161 -0.69024  0.4302
H7 2.64001 0.15739 5.53714  0.5263
H8 0.01739 0.88013 5.91919  0.4340
H9 -0.98608 1.01693 3.36780  0.5208
H10 5.80459 -1.42778 1.95918  0.5633
H11 7.73662 -1.12546 3.86116  0.4404
H12 6.41915 0.15814 5.90916  0.4688
C13 -3.07693 -0.46557 -6.93060  -0.7560
O1 -3.62907 -1.37041 -5.98855  -0.4447
C14 -4.11090 -0.86160 -4.83547  0.9155
C15 -4.01000 0.47371 -4.46019  -0.5637
C16 -4.55052 0.89466 -3.25076  -0.5182
C17 -5.22590 -0.00010 -2.43480  0.1286
C18 -5.37072 -1.32594 -2.84153  -0.2750
C19 -4.78779 -1.76189 -4.00930  -0.7261
N9 -5.96256 0.41299 -1.27790  -0.3459
N10 -5.43850 1.06580 -0.36951  -0.5634
C20 -4.02308 1.28373 -0.32609  -0.1097
C21 -3.51481 2.55230 -0.38994  -0.5466
C22 -2.14092 2.81483 -0.23803  -0.5086
C23 -1.27304 1.78943 0.03697  0.9601
O2 0.04548 1.91660 0.23030  -0.6701
C24 -1.80086 0.47992 0.16808  -0.1651
N11 -0.87718 -0.48103 0.51303  0.2885
C25 -1.31277 -1.70785 0.74551  -0.2093
C26 -2.66063 -2.06690 0.61488  -1.4824
C27 -3.58039 -1.12795 0.23305  -0.3057
C28 -3.16576 0.19875 -0.00620  0.2223
H13 -2.79286 -1.06159 -7.79135  0.2504
H14 -2.18745 0.03023 -6.53251  0.2531
H15 -3.80683 0.28754 -7.23473  0.3499
H16 -3.55407 1.20450 -5.11593  0.4813
H17 -4.49940 1.94175 -2.98440  0.5246
H18 -5.96805 -1.99990 -2.23809  0.4565
H19 -4.89252 -2.78733 -4.34017  0.4748
H20 -4.19751 3.37414 -0.56685  0.5505
H21 -1.76281 3.82622 -0.30822  0.5586
H22 -0.58036 -2.43317 1.06392  0.6065
H23 -2.95805 -3.08286 0.83279  0.4622
H24 -4.62805 -1.38855 0.14745  0.6620
Cl1 1.20077 -0.12913 -2.14444  -0.0615
C29 0.00388 0.85257 -3.04586  0.3683
Cl2 0.52375 2.52357 -3.19579  -0.1346
H25 -0.93946 0.80482 -2.52643  -0.3911
H26 -0.06915 0.41084 -4.02894  0.3927

Summary:
Kohn-Sham gap (alpha / beta)   6.713 / 6.771 eV
ΔE to the lowest compared entry with this formula, charge and spin   0.0 kJ/mol
Molar mass   697.3 g mol⁻¹
2S+1   5
Total charge   +1

=====

ORCA calculation (ωB97M-V/def2-TZVPD) on the molecule CHN3O2.

Each line ends with the Mulliken charge.
CARTESIAN COORDINATES (ANGSTROEM)
O1 -0.75034 0.19086 -1.87350  -0.5202
C1 -0.31084 0.31098 -0.76200  0.5253
N1 -0.16586 -0.73761 0.15943  0.1257
N2 0.38692 -0.34207 1.29329  -0.1915
N3 0.60797 0.86862 1.28322  0.0436
O2 0.14639 1.38162 -0.08529  -0.2271
H1 -0.32987 -1.71728 -0.00473  0.2441

Summary:
Kohn-Sham gap   11.682 eV
ΔE to the lowest compared entry with this formula, charge and spin   93.3 kJ/mol
Molar mass   87.0 g mol⁻¹
SMILES   O=c1[nH]nno1
Total charge   0

=====

ORCA calculation (ωB97M-V/def2-TZVPD) on a cluster of 2 separate species, C4H12 in total.

Each line ends with the Mulliken charge.
CARTESIAN COORDINATES (ANGSTROEM)
C1 0.79713 -2.83226 -0.27815  -0.8416
C2 -0.15993 -2.19302 0.74652  -0.7571
H1 0.86482 -2.23728 -1.18989  0.2642
H2 1.79358 -3.14702 0.03733  0.2924
H3 0.36863 -3.81224 -0.53179  0.2517
H4 -0.95166 -1.77938 0.10722  0.2093
H5 -0.74075 -2.91245 1.32782  0.3192
H6 0.27070 -1.37583 1.32107  0.2617
C3 -0.87110 2.21842 0.02748  -0.7854
C4 0.37399 2.88243 -0.46481  -0.7341
H7 -1.77845 2.67108 -0.36814  0.2957
H8 -0.94067 1.11654 -0.09911  0.1580
H9 -1.05139 2.15438 1.10779  0.2988
H10 0.44766 2.95654 -1.54779  0.2621
H11 0.30485 3.91154 -0.09483  0.2408
H12 1.27260 2.37853 -0.10073  0.2642

Summary:
Kohn-Sham gap   12.387 eV
ΔE to the lowest compared entry with this formula, charge and spin   47.4 kJ/mol
Molar mass   60.1 g mol⁻¹
SMILES   CC.CC
Total charge   0

=====

ORCA calculation (ωB97M-V/def2-TZVPD) on a cluster of 2 separate species, C3H9NS in total.

Each line ends with the Mulliken charge.
CARTESIAN COORDINATES (ANGSTROEM)
C1 -0.89339 -2.31140 0.35223  -0.8469
S1 -1.62911 -0.77095 0.78813  -0.5284
H1 0.16862 -2.18920 0.29873  0.3581
H2 -1.14417 -2.77719 -0.62576  0.3226
H3 -1.14641 -3.06253 1.16704  0.2748
C2 0.65383 1.96257 -0.33016  -0.2474
C3 0.55587 0.92910 -1.23426  -0.9130
N1 1.64829 1.96237 0.61818  -0.7275
H4 0.20096 2.88478 -0.63848  0.3696
H5 -0.31272 0.20359 -1.22848  0.0916
H6 1.41034 0.42838 -1.47341  0.1618
H7 -2.73631 -0.75953 0.09947  0.0767
H8 1.80378 0.94021 0.82969  0.3580
H9 1.42042 2.55977 1.37708  0.2499

Summary:
Kohn-Sham gap (alpha / beta)   2.837 / 5.347 eV
ΔE to the lowest compared entry with this formula, charge and spin   374.5 kJ/mol
Molar mass   91.2 g mol⁻¹
2S+1   2
Total charge   -1

=====

Short version: strongest force on any atom = 2.6; 0.8; 2.3; 3.9; 0.5; 1.3; 2.5; 3.2 eV/A, in the order given.